A 9-piece molecular cluster, C22H56Cl4F6O18PS6 overall in a non-equilibrium geometry. Source: the Open Molecules 2025 dataset; level of theory: ωB97M-V/def2-TZVPD.

Geometry as XYZ:
```
113
Properties=species:S:1:pos:R:3:forces:R:3
P -0.463406 0.069833 -0.794173 -1.12 -0.63 0.74
F -1.904814 -0.611783 -1.008238 0.11 -0.33 0.18
F -0.874303 0.421514 0.797140 0.63 -0.34 -1.40
F 0.166630 -1.386489 -0.316036 -0.52 1.04 -0.42
F 1.011074 0.715990 -0.562454 -0.26 0.41 -0.25
F -0.106533 -0.228628 -2.366196 0.43 -0.03 0.49
F -1.130628 1.484586 -1.265432 0.89 -0.03 0.41
Cl -2.977113 5.344496 -2.117451 -0.13 0.85 0.56
C -2.253132 4.185992 -3.180590 0.40 -1.02 -0.70
C -2.409645 4.530407 -4.650557 -0.32 0.40 0.42
Cl -1.223973 5.820141 -5.123678 -0.48 -0.66 -0.01
H -2.764460 3.246458 -2.971012 0.03 -0.13 -0.21
H -1.199272 4.027648 -2.951672 -0.08 0.18 0.17
H -3.416277 4.916108 -4.811949 0.16 0.16 -0.15
H -2.291320 3.630496 -5.254101 0.33 0.32 -0.10
Cl 0.209506 0.851980 -8.197671 -0.44 0.19 0.39
C -1.199315 1.025549 -7.074666 0.28 -1.02 -0.42
C -0.807174 0.846596 -5.643722 0.21 -0.22 0.85
Cl -0.000381 2.335555 -5.093852 0.35 0.20 0.50
H -1.881577 0.207064 -7.304197 -0.06 0.16 -0.31
H -1.673457 1.990942 -7.251597 0.10 -0.15 0.00
H -0.143553 0.034266 -5.347390 0.29 -0.06 -0.88
H -1.664455 0.594759 -5.019415 -0.34 0.78 0.05
O 5.048833 4.137116 -1.247881 -0.94 -0.83 -0.87
S 3.744780 3.722917 -1.675548 -1.68 4.19 2.23
O 2.861808 4.640425 -2.424513 2.08 -2.71 0.87
O 4.037906 2.320621 -2.593351 -0.99 -0.30 -1.10
C 2.923176 1.791160 -3.224718 2.12 -3.14 -0.47
C 3.302248 0.529918 -4.038815 -0.32 0.57 0.95
C 2.812993 3.064539 -0.224466 0.66 -0.16 -1.21
H 2.572861 2.513220 -3.962284 -0.81 1.18 -0.53
H 2.099264 1.577103 -2.543936 -0.69 0.56 0.56
H 3.943011 0.790722 -4.881136 -0.20 -0.17 -0.11
H 2.374665 0.024026 -4.306736 0.01 0.29 -0.45
H 3.811542 -0.191450 -3.399800 0.28 0.17 0.15
H 3.209508 3.653209 0.602779 -0.11 0.02 -0.05
H 3.072601 2.011289 -0.117803 0.02 0.04 0.16
H 1.744690 3.179121 -0.408054 0.17 0.10 0.01
O -0.043346 3.747557 4.877631 1.25 -1.28 -0.49
S 0.966278 2.748078 4.547943 1.74 -0.57 -0.44
O 2.379930 3.132791 4.279857 -3.26 -0.77 0.88
O 0.982903 1.608830 5.758714 -0.03 1.52 -1.23
C -0.098146 1.558551 6.711470 -0.07 -0.50 1.48
C -1.353806 0.854760 6.257929 0.51 0.06 -0.25
C 0.473702 1.682057 3.066574 0.08 1.00 1.19
H -0.335424 2.485273 7.233933 0.21 0.61 -0.85
H 0.311819 0.994650 7.549346 0.43 -0.35 -0.28
H -1.077736 -0.049165 5.714965 -0.15 0.04 -0.28
H -1.961278 1.536964 5.663214 -0.25 -0.32 -0.05
H -1.870570 0.502590 7.150687 -0.29 0.28 -0.08
H -0.182460 0.883548 3.412892 -0.04 0.24 -0.03
H 1.367536 1.265599 2.602118 0.02 0.14 0.32
H -0.027032 2.362066 2.377409 -0.05 -0.11 0.08
O 4.843041 -4.438154 1.801290 0.12 2.09 -0.29
S 4.949375 -3.012223 2.092219 0.22 -0.07 1.31
O 5.315631 -2.001146 1.091722 -1.03 -1.60 1.17
O 3.541501 -2.584887 2.891516 2.67 -1.86 0.37
C 2.431277 -2.095649 2.153609 0.47 1.22 0.50
C 1.283942 -1.833981 3.120987 0.42 -0.02 0.20
C 6.126825 -2.825203 3.530905 -1.28 0.39 -0.37
H 2.216495 -2.753180 1.311225 -0.24 0.23 0.00
H 2.887376 -1.132954 1.922761 -1.02 0.38 -1.38
H 0.518386 -1.268168 2.590072 -0.27 -0.39 0.00
H 1.628166 -1.198506 3.936939 0.28 0.26 -0.10
H 0.909432 -2.710186 3.650230 -0.26 -0.20 -0.59
H 7.154072 -2.675836 3.198391 -0.25 -0.38 -0.36
H 5.988931 -3.670663 4.204908 0.12 -0.07 -0.33
H 5.829229 -1.923440 4.066024 -0.12 0.02 -0.15
O 0.610559 -5.373244 -4.757929 -0.17 0.72 2.62
S 0.467824 -4.974299 -3.355315 0.63 -0.36 1.84
O 0.326264 -5.967849 -2.235047 -0.45 2.51 -3.09
O 1.822893 -4.131641 -2.934404 -1.13 -0.89 -2.28
C 2.152343 -3.794411 -1.604485 1.19 1.57 -0.08
C 2.812625 -2.366408 -1.661171 -1.56 -0.44 0.63
C -0.793388 -3.511563 -3.305801 0.36 -2.21 -0.39
H 2.950143 -4.440866 -1.238812 -0.41 -0.50 0.07
H 1.261533 -3.832354 -0.977493 0.21 0.16 0.17
H 2.085692 -1.613274 -1.965226 -0.25 -0.12 -0.16
H 3.673363 -2.255297 -2.320626 0.16 -0.60 0.29
H 3.015659 -2.126565 -0.617451 0.62 0.17 -0.15
H -0.418529 -2.759365 -3.999909 0.33 0.07 0.61
H -1.032458 -3.257974 -2.273022 0.55 0.38 -0.16
H -1.703666 -3.903625 -3.759410 0.03 -0.27 0.03
O -4.372042 -4.012540 3.122660 2.97 1.41 -1.88
S -3.128485 -3.418259 2.567953 -1.51 -1.20 -0.06
O -2.032643 -3.181364 3.483028 -0.44 -0.35 -0.95
O -2.691818 -4.408273 1.259765 -3.10 0.84 2.34
C -1.517859 -4.197026 0.546349 1.28 0.88 0.21
C -0.467779 -4.969026 1.268839 0.95 -0.89 0.12
C -3.437427 -1.842034 1.725832 -0.21 0.22 0.16
H -1.319984 -3.126278 0.496982 0.28 0.14 -0.11
H -1.629622 -4.560206 -0.475268 -0.38 -0.13 0.06
H -0.397754 -4.705727 2.324242 0.07 0.34 -0.15
H 0.513956 -4.930806 0.796786 0.05 0.15 0.02
H -0.762503 -6.018382 1.259035 0.00 -0.10 -0.09
H -4.071306 -1.934579 0.843931 0.03 -0.38 0.17
H -2.528764 -1.303667 1.456426 0.30 -0.58 -0.03
H -3.923108 -1.176620 2.439583 -0.23 -0.33 0.23
O -6.790552 2.621870 0.597119 2.75 0.00 0.29
S -5.353964 2.865401 0.448163 0.45 -0.04 -0.71
O -4.883350 4.203876 0.161595 -0.51 -0.95 0.15
O -4.523676 2.353271 1.755535 -0.42 -0.45 -0.10
C -3.079628 2.665536 1.908883 -0.18 0.02 -0.22
C -2.850131 3.605277 3.046987 0.58 1.76 0.45
C -4.666778 1.684806 -0.842962 -0.84 1.37 0.91
H -2.748257 3.028048 0.935816 0.17 0.37 0.20
H -2.436466 1.815657 2.137272 -1.02 -0.95 -0.40
H -2.933483 4.641159 2.718232 -0.67 0.10 0.18
H -1.840241 3.616517 3.456979 0.43 -0.57 -0.58
H -3.383073 3.447716 3.984676 -0.77 -0.24 -0.47
H -4.768983 0.705556 -0.375267 0.10 0.01 -0.47
H -3.652476 1.969478 -1.122691 0.11 -0.14 0.59
H -5.271017 1.861960 -1.732688 -0.30 -0.37 0.20
```
Forces are in eV/Å.

The calculation puts the maximum force at 5.04 eV Å⁻¹. The calculation puts the orbital gap (spin up / spin down) at 10.0 / 2.8 eV. As for the multiplicity: 2.